{
  "formula": "C5H6O2",
  "method": "wB97M-V/def2-TZVPD",
  "homo_ev": -8.242,
  "total_energy_ha": -344.43276,
  "elements": ["O", "C", "C", "O", "C", "C", "C", "H", "H", "H", "H", "H", "H"],
  "coordinates": [[-2.074, -0.943, -0.812], [-1.004, -0.373, -0.388], [-0.304, 0.279, -1.438], [1.080, 0.279, -1.117], [1.182, -0.131, 0.215], [0.550, 0.684, 1.275], [-0.200, -0.555, 0.806], [-0.682, 1.244, -1.782], [-1.435, -0.628, -1.885], [2.074, -0.717, 0.419], [0.148, 1.662, 1.022], [0.970, 0.600, 2.273], [-0.341, -1.405, 1.465]],
  "mulliken_charge": [-0.592, 0.651, -0.707, -0.351, -0.011, -0.617, -0.335, 0.289, 0.424, 0.368, 0.238, 0.269, 0.374]
}